ORCA calculation (ωB97M-V with the def2-TZVPD basis set) on a structure of composition C5H9ClN2O3PS.

HOMO-LUMO gap	0.352	Eh
relative energy (zero: lowest compared OMol25 entry of this formula, charge and spin)	172.1	kJ/mol

```
! RIJCOSX wB97M-V def2-TZVPD def2/J DEFGRID3
* xyz 1 1
C 2.97947 -0.24272 0.28555
C -1.59447 -0.66220 0.42705
C -0.49840 1.11768 2.03216
C -1.95649 -2.26897 -1.33498
C -0.83958 0.69181 0.57662
N 4.12007 0.05361 0.51218
N 1.61208 2.06296 -0.20481
O -2.41384 -1.18290 1.10514
O 0.21041 0.83874 -2.04798
O -1.25285 -1.09700 -0.82285
P 0.59962 0.99622 -0.53803
S 1.75787 -1.14652 -0.10746
Cl -1.94819 1.97183 -0.22739
H -0.17113 2.14211 2.06094
H 0.19757 0.40918 2.41177
H -1.47669 1.01498 2.64717
H -2.22689 -2.08277 -2.44979
H -3.01207 -2.29685 -1.00853
H -1.25195 -3.10075 -1.28384
H 4.80832 0.56365 1.02422
H 2.52061 2.20195 -0.71810
H -0.16345 0.01596 -2.33903
*
```

---

ORCA calculation (ωB97M-V with the def2-TZVPD basis set) on a structure of composition C5H9ClS2.

HOMO-LUMO gap	0.320	Eh
relative energy (zero: lowest compared OMol25 entry of this formula, charge and spin)	407.4	kJ/mol

```
! RIJCOSX wB97M-V def2-TZVPD def2/J DEFGRID3
* xyz 0 1
C 1.86146 -0.54349 1.54963
C 0.23150 -1.29464 -0.66791
C -0.76866 -0.34203 -0.41753
C -2.13319 -0.91689 -0.81326
C 0.30907 2.26491 -0.54863
H 2.69211 -0.82670 2.15841
H 0.84617 -0.62903 2.44067
H 2.17278 0.59895 1.24769
H -0.31315 -2.32589 -1.03476
H -1.90088 -1.70816 -1.40288
H -2.77392 -0.32490 -1.42696
H -0.28010 2.76205 -1.50413
H 0.69392 3.24200 0.07170
H 1.29160 1.47302 -0.73539
S 1.92536 -1.55542 -0.16220
S -0.77296 1.21338 0.51445
Cl -3.08111 -1.08716 0.73110
*
```

---

ORCA calculation (ωB97M-V with the def2-TZVPD basis set) on the molecule C5H9ClSi.

HOMO-LUMO gap	0.362	Eh
relative energy (zero: lowest compared OMol25 entry of this formula, charge and spin)	117.7	kJ/mol

```
! RIJCOSX wB97M-V def2-TZVPD def2/J DEFGRID3
* xyz 0 1
Cl 3.45131 0.32020 -0.10510
Si 1.92512 -0.91147 0.39685
C 0.53133 -0.23692 -0.71474
C -0.71617 -1.09310 -0.53561
C -1.65038 -0.48770 0.14847
C -1.36726 0.90226 0.48638
C -0.07821 1.15605 -0.39749
H 2.00784 -2.31307 0.63374
H 1.61472 -0.32454 1.71517
H 0.66213 -0.24820 -1.75594
H -0.46498 -2.09520 -0.98262
H -2.70687 -0.86165 0.27287
H -2.30568 1.54985 0.37345
H -1.09501 1.14350 1.52555
H -0.36919 1.71244 -1.24489
H 0.56132 1.78756 0.18391
*
```

---

ORCA calculation (ωB97M-V with the def2-TZVPD basis set) on a structure of composition C5H9CsLiO4.

HOMO-LUMO gap (alpha / beta)	0.155 / 0.148	Eh
relative energy (zero: lowest compared OMol25 entry of this formula, charge and spin)	42.7	kJ/mol

```
! RIJCOSX wB97M-V def2-TZVPD def2/J DEFGRID3
* xyz 0 2
C -4.58141 -2.10777 -1.11637
C -5.29278 -0.89449 -0.51119
O -4.52288 0.24260 -0.48246
Cs -1.57390 2.01669 -0.65919
H -5.28127 -2.94009 -1.29235
H -4.01022 -1.90534 -2.08090
H -3.74318 -2.38390 -0.45858
H -5.63726 -1.18810 0.50981
H -6.23562 -0.74143 -1.08976
O -0.96246 -3.27800 -2.58895
C 0.28972 -2.72976 -2.42485
C -0.85447 -4.41212 -3.49615
O 0.39678 -1.44740 -2.25222
O 1.12806 -3.20144 -3.48556
C 0.41422 -4.13034 -4.29628
Li 1.72560 -1.30582 -3.60481
H -1.74137 -4.49029 -4.13384
H -0.75214 -5.33863 -2.91030
H 0.19390 -3.66976 -5.26946
H 1.02640 -5.02541 -4.45821
*
```

---

ORCA calculation (ωB97M-V with the def2-TZVPD basis set) on a structure of composition C5H9CsO3.

HOMO-LUMO gap (alpha / beta)	0.287 / 0.314	Eh
relative energy (zero: lowest compared OMol25 entry of this formula, charge and spin)	16.0	kJ/mol

```
! RIJCOSX wB97M-V def2-TZVPD def2/J DEFGRID3
* xyz 1 2
O -1.15904 0.47388 -0.91848
C 0.11667 0.52149 -0.62867
O 0.82938 -0.42799 -0.83889
Cs -0.70704 -3.45071 -2.00238
C -2.01541 1.65023 -0.79610
H -3.00905 1.31320 -1.10549
H -2.05119 1.89568 0.27113
C -1.50500 2.78085 -1.65047
H -0.54926 3.17547 -1.28065
H -1.37417 2.47324 -2.69606
H -2.24132 3.59417 -1.62378
O 1.21582 2.22316 1.02508
C 2.32739 2.58837 1.46760
C 2.55337 3.93257 2.05845
H 3.21650 1.97728 1.21727
H 3.29584 4.47651 1.45084
H 2.99184 3.81638 3.05857
H 1.62681 4.51556 2.10599
*
```

---

ORCA calculation (ωB97M-V with the def2-TZVPD basis set) on a structure of composition C5H9F.

HOMO-LUMO gap	0.384	Eh
relative energy (zero: lowest compared OMol25 entry of this formula, charge and spin)	699.2	kJ/mol

```
! RIJCOSX wB97M-V def2-TZVPD def2/J DEFGRID3
* xyz 0 1
C -1.75043 -0.62852 0.37131
C -0.73843 0.53286 0.70425
C -0.24319 1.35784 -0.56871
C 0.49805 0.15911 -0.04331
C 1.85077 -0.19247 0.65183
H -1.92091 -1.46922 1.17859
H -2.88271 -0.12680 -0.08704
H -1.68445 -1.38853 -0.39285
H -0.74818 0.74046 1.79300
H 0.00184 2.54054 -0.64434
H -0.53390 1.06333 -1.54649
H 2.71483 -1.27260 -0.10478
H 1.42969 -0.85200 1.84751
H 2.48936 1.03778 0.91355
F 0.38154 -0.84954 -1.07216
*
```

---

ORCA calculation (ωB97M-V with the def2-TZVPD basis set) on the molecule C5H9F.

HOMO-LUMO gap	0.377	Eh
relative energy (zero: lowest compared OMol25 entry of this formula, charge and spin)	123.0	kJ/mol

```
! RIJCOSX wB97M-V def2-TZVPD def2/J DEFGRID3
* xyz 0 1
C -0.29607 1.35695 -1.46723
C 0.41764 1.31352 -0.06661
C -0.02069 0.07015 0.79770
C -0.00552 -1.20699 0.16363
C 0.03515 -2.33786 0.89686
F 0.67639 -2.26612 2.07915
H 0.21502 2.07434 -2.18075
H -1.33652 1.71567 -1.46507
H -0.15896 0.35198 -1.92891
H 0.16688 2.14132 0.57187
H 1.41913 1.19961 -0.14952
H 0.64868 -0.06074 1.64953
H -1.05813 0.23536 1.16708
H -0.61492 -1.21241 -0.72096
H -0.08808 -3.37478 0.65324
*
```

---

ORCA calculation (ωB97M-V with the def2-TZVPD basis set) on the molecule C5H9F.

HOMO-LUMO gap	0.364	Eh
relative energy (zero: lowest compared OMol25 entry of this formula, charge and spin)	62.1	kJ/mol

```
! RIJCOSX wB97M-V def2-TZVPD def2/J DEFGRID3
* xyz 0 1
C -0.37127 1.85164 1.14247
C -0.67076 0.37904 1.08392
C -0.06534 -0.52782 0.32210
F -0.59296 -1.73274 0.28095
C 1.09547 -0.42963 -0.63319
C 0.48817 0.24333 -1.91896
H 0.51440 1.86823 1.80264
H -0.00555 2.12809 0.13402
H -1.13746 2.48364 1.43956
H -1.46511 -0.04224 1.72378
H 1.49743 -1.43471 -0.77853
H 1.94266 0.21087 -0.18833
H 1.29586 0.47623 -2.62348
H -0.18999 -0.40733 -2.39229
H 0.02672 1.21254 -1.62396
*
```

---

Number 1: E_tot -47091.912 eV. Number 2: E_tot -39519.454 eV. Number 3: E_tot -25730.521 eV. Number 4: E_tot -14270.357 eV. Number 5: E_tot -12013.824 eV. Number 6: E_tot -8040.796 eV. Number 7: E_tot -8046.768 eV. Number 8: E_tot -8047.400 eV.